A cluster of 5 separate species, C4H16O4 in total at a distorted geometry, computed with ωB97M-V/def2-TZVPD.

Last column: natural (NBO) charge in e.
CARTESIAN COORDINATES (ANGSTROEM)
1 C 0.809642 -1.656892 0.191701  0.117
2 C -0.504776 -1.483594 0.638404  0.113
3 C -1.601493 -1.047301 -0.224229  -0.724
4 C 1.884012 -1.994548 1.114445  -0.727
5 H 1.083334 -1.595153 -0.858840  0.254
6 H -0.794947 -1.734308 1.655019  0.232
7 H -1.198427 -0.608349 -1.121994  0.251
8 H -2.211390 -1.897584 -0.544682  0.311
9 H -2.279940 -0.391245 0.319047  0.286
10 H 2.858127 -1.624218 0.789987  0.288
11 H 2.013863 -3.091999 1.150233  0.322
12 H 1.711806 -1.690118 2.146666  0.262
13 H 0.592027 1.095194 -0.794335  0.464
14 H 0.672775 1.892293 -1.945637  0.488
15 O 1.071266 1.062627 -1.636361  -0.950
16 H 0.757080 1.468131 2.132154  0.449
17 H 1.656535 2.693280 2.386668  0.484
18 O 0.963454 2.143126 2.781303  -0.931
19 H -1.032119 0.004134 -3.260804  0.466
20 H -2.471030 -0.347275 -2.866066  0.455
21 O -1.956889 0.173867 -3.488999  -0.914
22 H -0.458463 3.549028 0.160418  0.496
23 H -0.964642 2.486572 1.081608  0.485
24 O -0.599806 2.594333 0.194295  -0.976

Force components x, y, z for each atom (eV/Å):
0.786 -0.443 0.505
-1.139 -0.231 -0.409
0.613 0.167 0.039
0.440 0.215 0.373
-0.410 0.206 -0.087
0.494 0.011 0.172
-0.089 0.411 -0.297
-0.088 -0.383 0.184
-0.093 0.118 -0.054
-0.068 0.006 -0.184
-0.148 -0.060 -0.191
-0.208 -0.012 -0.002
0.286 -0.196 0.259
0.471 -0.111 -0.733
-0.872 0.278 0.466
0.224 0.094 -0.173
-0.216 -0.226 0.064
0.054 0.130 0.136
-0.129 0.109 -0.197
-0.136 0.003 -0.171
0.296 -0.044 0.231
0.089 -0.041 -0.234
-0.012 0.000 0.008
-0.147 -0.001 0.296

Computed properties:
**⟨S²⟩**: 0.752
**Highest occupied orbital energy (spin up / spin down)**: -14.45 / -14.45 eV
**Energy relative to the best compared isomer or geometry (same formula, charge and spin)**: 0.375 eV
**Net charge**: +1
**Spin multiplicity**: 2
**Molecular weight**: 128.2 g/mol
**Gap between HOMO and LUMO (spin up / spin down)**: 9.454 / 5.821 eV
**Maximum force**: 0.02396 Eh/bohr
**E**: -462.5956 Eh